124
Properties=species:S:1:pos:R:3:forces:R:3 method="wB97M-V/def2-TZVPD" e_tot_ha=-7905.5165 total_charge=+3 spin_multiplicity=1
Sn -0.203 0.870 -1.665 -0.21 0.44 -0.23
N -0.281 1.397 0.309 0.50 -0.28 0.06
S -0.237 1.035 1.743 -0.47 0.17 -0.02
N -0.721 -0.419 2.232 0.35 -0.18 0.04
S -1.937 -1.294 1.867 -0.12 0.04 -0.10
N -2.163 -1.713 0.406 -0.03 -0.06 0.08
S -2.508 -1.263 -1.077 0.12 0.05 -0.03
N -2.050 0.049 -1.635 0.00 -0.15 0.15
C -1.894 -2.663 -1.968 -0.04 -0.02 0.00
C -1.781 -2.504 -3.345 -0.05 -0.01 -0.04
C -1.344 -3.571 -4.113 -0.02 0.05 0.02
C -1.033 -4.780 -3.502 0.00 -0.02 0.02
C -1.156 -4.927 -2.128 0.02 -0.02 -0.01
C -1.593 -3.869 -1.346 0.11 0.05 0.06
C -4.264 -1.315 -1.231 -0.03 0.07 -0.11
C -4.959 -0.115 -1.140 0.00 -0.03 -0.06
C -6.342 -0.144 -1.204 0.00 0.00 0.01
C -7.007 -1.355 -1.359 -0.01 0.01 0.00
C -6.296 -2.544 -1.452 0.01 -0.02 0.01
C -4.910 -2.534 -1.389 -0.01 -0.01 0.05
C -1.669 -2.829 2.694 0.02 0.01 -0.05
C -0.622 -2.988 3.582 0.08 0.00 0.01
C -0.493 -4.203 4.240 0.01 0.01 0.01
C -1.408 -5.220 4.014 0.01 0.00 0.00
C -2.460 -5.037 3.122 -0.02 0.02 -0.02
C -2.601 -3.836 2.453 -0.02 0.00 -0.01
C -3.400 -0.651 2.613 -0.07 -0.01 0.00
C -3.263 0.012 3.830 -0.03 -0.03 0.02
C -4.407 0.412 4.498 0.03 -0.01 0.00
C -5.659 0.140 3.959 -0.02 0.01 -0.01
C -5.778 -0.544 2.757 0.00 0.00 0.01
C -4.644 -0.959 2.077 0.04 0.04 0.01
C -1.258 2.225 2.581 0.02 0.09 -0.04
C -0.847 2.879 3.733 -0.04 -0.08 0.04
C -1.701 3.815 4.307 0.00 -0.02 0.03
C -2.931 4.087 3.730 -0.01 0.00 0.00
C -3.326 3.427 2.570 0.00 -0.02 0.00
C -2.488 2.496 1.986 0.03 0.03 -0.01
C 1.327 1.127 2.562 0.00 0.14 -0.02
C 1.547 0.507 3.788 -0.03 -0.04 -0.02
C 2.724 0.775 4.468 0.04 0.01 -0.01
C 3.653 1.667 3.938 -0.02 -0.05 0.01
C 3.415 2.287 2.719 -0.03 0.03 -0.06
C 2.244 2.021 2.023 -0.01 0.06 -0.05
H -2.059 -1.568 -3.808 -0.03 0.02 -0.02
H -1.255 -3.466 -5.185 -0.01 0.00 -0.01
H -0.695 -5.613 -4.104 0.00 0.00 0.00
H -0.909 -5.870 -1.660 0.00 0.00 0.01
H -1.673 -3.972 -0.273 -0.02 0.00 0.01
H -4.425 0.818 -1.028 0.01 0.00 -0.01
H -6.903 0.778 -1.141 0.00 0.01 -0.01
H -8.087 -1.370 -1.420 -0.01 0.00 0.00
H -6.818 -3.481 -1.586 0.00 0.00 0.00
H -4.354 -3.458 -1.475 0.02 0.00 -0.01
H 0.089 -2.194 3.741 0.05 0.04 0.00
H 0.325 -4.352 4.931 0.01 0.01 0.00
H -1.305 -6.161 4.535 0.00 -0.01 0.00
H -3.173 -5.832 2.952 -0.01 0.00 0.00
H -3.424 -3.685 1.766 0.00 0.00 -0.01
H -2.286 0.207 4.251 0.00 0.00 0.00
H -4.322 0.928 5.444 0.00 0.01 0.01
H -6.549 0.451 4.490 -0.01 0.00 0.01
H -6.756 -0.770 2.355 0.00 -0.01 0.00
H -4.734 -1.521 1.159 0.00 0.00 0.02
H 0.116 2.683 4.182 0.01 0.00 -0.02
H -1.393 4.336 5.202 0.01 0.01 0.00
H -3.584 4.822 4.180 0.00 0.00 0.01
H -4.287 3.645 2.124 -0.01 0.00 0.00
H -2.782 1.982 1.078 0.01 0.01 -0.02
H 0.801 -0.142 4.220 -0.01 -0.06 -0.01
H 2.913 0.299 5.421 -0.01 0.00 0.01
H 4.562 1.882 4.483 0.01 -0.01 0.01
H 4.135 2.991 2.316 -0.03 -0.06 0.01
H 2.029 2.512 1.084 -0.01 -0.01 0.05
N -0.802 1.014 -4.033 -0.03 -0.10 0.10
C -0.276 2.120 -4.871 0.05 0.04 0.00
C -0.793 3.459 -4.378 0.03 -0.03 0.00
C -0.222 3.860 -3.032 0.04 0.02 -0.04
N -0.743 2.995 -1.927 -0.05 -0.11 0.15
H -0.480 0.135 -4.432 -0.02 -0.03 0.05
H -1.819 0.992 -4.085 0.00 -0.01 -0.01
H -0.548 1.965 -5.916 -0.03 0.01 0.02
H 0.813 2.088 -4.803 -0.01 0.00 -0.03
H -1.889 3.457 -4.341 -0.01 0.02 -0.03
H -0.520 4.227 -5.103 0.01 0.01 0.01
H -0.473 4.894 -2.794 -0.01 -0.01 -0.01
H 0.863 3.769 -3.039 0.00 0.02 0.02
H -1.763 2.986 -1.974 -0.01 0.07 0.05
H -0.509 3.397 -1.018 0.01 0.03 -0.03
F 6.467 1.728 -1.891 0.00 0.03 0.02
C 5.524 2.637 -1.653 0.04 0.06 -0.05
C 4.205 2.232 -1.505 -0.10 0.02 0.11
C 3.283 3.233 -1.271 0.03 0.04 -0.03
F 1.964 2.920 -1.108 0.06 0.01 0.06
C 3.616 4.569 -1.185 0.05 -0.07 -0.04
F 2.675 5.484 -0.967 -0.04 0.04 0.01
C 4.945 4.940 -1.335 -0.02 -0.06 0.00
F 5.286 6.207 -1.256 0.01 0.04 0.00
C 5.908 3.967 -1.570 -0.03 -0.02 -0.01
F 7.172 4.312 -1.714 -0.01 0.00 0.00
Ge 3.743 0.347 -1.614 0.00 -0.05 -0.16
S 1.751 0.082 -2.656 0.09 -0.13 -0.15
C 3.818 -0.537 0.108 -0.10 -0.04 0.01
C 4.869 -0.254 0.965 0.01 0.00 0.04
F 5.742 0.702 0.640 0.05 0.03 -0.02
C 5.055 -0.915 2.165 -0.03 0.02 0.00
F 6.052 -0.591 2.971 0.01 0.01 0.02
C 4.153 -1.900 2.534 -0.04 0.03 -0.05
F 4.283 -2.520 3.691 -0.01 -0.02 0.05
C 3.090 -2.207 1.699 0.12 0.09 0.00
F 2.212 -3.137 2.057 -0.16 -0.15 0.10
C 2.942 -1.532 0.506 -0.05 0.01 0.03
F 1.892 -1.874 -0.259 -0.02 0.01 0.01
C 4.775 -0.554 -2.977 0.03 0.03 0.04
C 4.946 0.055 -4.211 0.04 0.00 -0.08
F 4.393 1.261 -4.427 -0.01 0.00 0.02
C 5.667 -0.528 -5.234 0.00 -0.03 0.06
F 5.806 0.081 -6.400 0.00 0.01 -0.02
C 6.242 -1.775 -5.021 -0.05 0.03 0.07
F 6.928 -2.351 -5.982 0.03 -0.02 -0.04
C 6.086 -2.417 -3.800 -0.02 0.05 0.00
F 6.626 -3.608 -3.603 0.01 -0.01 0.00
C 5.355 -1.800 -2.800 0.04 -0.06 -0.03
F 5.213 -2.445 -1.636 0.00 -0.01 0.01